Computed, not measured: a molecular structure, C48H48FGe2NO2RuS2, with the ωB97M-V functional and the def2-TZVPD basis.

```
105
Properties=species:S:1:pos:R:3:forces:R:3:lowdin_charge:R:1
Ru -0.132 -0.302 -0.307 -0.19 0.17 -0.67 0.57
C 0.716 5.011 -0.050 -0.01 0.01 -0.03 -0.05
C 1.398 3.674 0.263 0.02 -0.07 -0.04 -0.38
C 2.643 3.911 1.107 0.04 0.04 0.05 -0.07
C 0.402 2.732 0.900 -0.08 0.21 0.09 -0.21
C -0.628 2.194 0.108 0.01 -0.30 0.23 -0.11
C -1.688 1.490 0.691 0.28 -0.10 0.20 -0.17
C -1.727 1.286 2.081 -0.20 0.19 0.07 -0.28
C -2.921 0.615 2.689 0.01 -0.09 0.00 -0.03
C -0.698 1.794 2.847 -0.08 -0.02 0.03 -0.04
C 0.351 2.504 2.264 0.06 0.03 -0.08 -0.01
H 1.407 5.688 -0.555 0.01 0.00 0.00 0.08
H 0.383 5.491 0.873 0.00 0.00 0.01 0.09
H -0.157 4.878 -0.691 0.00 0.00 -0.01 0.07
H 1.703 3.230 -0.687 0.01 -0.05 0.01 0.11
H 2.432 4.588 1.938 -0.01 -0.02 0.01 0.08
H 3.425 4.374 0.502 0.00 0.02 0.00 0.08
H 3.042 2.984 1.518 0.01 -0.02 -0.03 0.07
H -0.691 2.464 -0.942 0.13 -0.10 -0.02 0.10
H -2.560 1.253 0.102 0.02 -0.02 0.00 0.04
H -2.875 -0.467 2.546 0.00 0.08 -0.02 0.04
H -3.841 0.963 2.217 0.00 0.01 0.01 0.09
H -2.979 0.803 3.761 0.01 -0.01 0.00 0.09
H -0.724 1.661 3.920 0.03 -0.02 0.02 0.12
H 1.125 2.909 2.904 0.00 0.01 0.01 0.11
C -2.632 -4.877 2.249 0.00 -0.02 -0.02 -0.24
Ge -2.532 -3.378 0.970 -0.12 -0.04 0.01 0.66
C -2.504 -4.164 -0.834 0.01 -0.05 0.03 -0.26
C -4.213 -2.389 1.204 -0.02 0.00 0.02 -0.27
Ge -0.478 -2.101 1.340 -0.14 0.09 -0.01 0.82
C -0.345 -1.498 3.224 0.02 -0.02 0.01 -0.35
C 0.763 -0.783 3.679 0.02 0.07 -0.02 -0.16
C 0.932 -0.475 5.021 0.00 0.00 0.02 -0.09
C -0.024 -0.872 5.947 0.03 0.02 0.01 -0.09
C -1.137 -1.576 5.517 -0.03 -0.01 0.01 -0.08
C -1.288 -1.888 4.171 -0.05 -0.04 0.02 -0.13
C 0.879 -3.574 1.436 -0.02 0.03 -0.06 -0.34
C 2.040 -3.482 2.204 0.03 0.04 0.03 -0.12
C 2.923 -4.546 2.327 0.01 -0.01 0.00 -0.08
C 2.650 -5.753 1.699 0.01 -0.03 -0.01 -0.09
C 1.490 -5.878 0.950 0.01 0.00 0.00 -0.09
C 0.627 -4.799 0.816 -0.04 -0.04 -0.06 -0.16
H -3.385 -5.582 1.889 -0.01 -0.02 0.01 0.02
H -2.927 -4.548 3.245 0.00 0.03 0.00 0.01
H -1.682 -5.403 2.331 0.01 0.00 0.00 0.01
H -3.477 -4.035 -1.308 -0.02 0.01 0.00 0.02
H -2.290 -5.233 -0.772 -0.01 0.00 -0.01 0.02
H -1.770 -3.688 -1.482 0.04 0.02 -0.02 -0.02
H -5.023 -3.011 0.820 -0.01 -0.02 0.00 0.02
H -4.216 -1.451 0.653 0.00 0.02 -0.01 -0.02
H -4.411 -2.187 2.258 0.00 0.00 0.00 0.01
H 1.504 -0.429 2.970 -0.02 0.01 0.00 0.07
H 1.804 0.082 5.343 0.00 0.00 0.00 0.10
H 0.100 -0.633 6.996 0.00 0.00 0.00 0.10
H -1.889 -1.892 6.230 0.00 0.00 0.01 0.10
H -2.167 -2.447 3.864 0.04 0.01 -0.01 0.08
H 2.260 -2.573 2.749 -0.01 0.00 -0.01 0.07
H 3.816 -4.437 2.930 0.01 0.00 0.00 0.10
H 3.328 -6.590 1.803 0.00 0.00 0.00 0.10
H 1.254 -6.817 0.462 0.00 0.00 0.00 0.11
H -0.257 -4.926 0.203 0.00 0.02 0.01 0.07
O -1.898 -2.452 -5.977 -0.04 -0.01 -0.03 -0.29
S -2.961 -1.829 -5.240 0.01 -0.02 0.08 0.66
O -4.317 -2.177 -5.521 0.00 -0.02 -0.01 -0.27
N -2.654 -2.023 -3.604 -0.11 -0.12 0.03 -0.03
C -2.399 -0.899 -3.046 0.11 0.38 -0.01 -0.70
S -2.227 -0.648 -1.323 0.00 -0.42 0.15 0.69
C -2.438 0.301 -3.951 0.08 -0.07 -0.05 -0.23
C -2.220 1.634 -3.651 0.03 -0.04 0.00 -0.03
C -2.317 2.563 -4.680 0.01 0.01 0.00 -0.06
C -2.629 2.166 -5.977 0.00 0.02 -0.01 -0.06
C -2.853 0.827 -6.279 0.02 0.01 0.01 -0.02
C -2.746 -0.076 -5.243 -0.01 0.06 -0.03 -0.22
H -1.993 1.929 -2.635 -0.03 0.00 -0.01 0.08
H -2.155 3.612 -4.470 0.00 0.01 0.00 0.11
H -2.704 2.910 -6.759 0.00 0.00 0.00 0.11
H -3.100 0.510 -7.283 -0.01 -0.01 0.00 0.12
C 4.873 0.688 1.478 0.03 -0.02 -0.01 -0.07
C 3.853 -0.268 1.630 0.01 0.01 -0.03 -0.06
C 2.960 -0.496 0.617 -0.03 0.00 0.02 -0.06
C 3.018 0.227 -0.601 -0.17 0.07 0.13 -0.11
C 2.113 0.001 -1.704 0.03 0.13 -0.31 -0.17
C 2.030 0.998 -2.658 0.12 -0.10 -0.08 -0.03
C 2.926 2.086 -2.697 0.00 0.01 0.06 -0.07
C 3.928 2.183 -1.780 -0.05 -0.02 -0.02 -0.04
C 3.969 1.275 -0.692 0.02 0.06 0.01 -0.17
C 4.916 1.448 0.345 0.00 0.00 -0.02 -0.05
H 5.598 0.840 2.267 -0.01 0.00 0.00 0.11
H 3.774 -0.832 2.550 0.01 0.00 0.00 0.10
H 2.176 -1.230 0.771 0.02 0.00 -0.01 0.04
H 1.346 0.900 -3.489 0.04 -0.03 -0.01 0.10
H 2.841 2.804 -3.502 0.01 0.01 0.00 0.11
H 4.670 2.969 -1.837 0.00 0.01 0.00 0.12
H 5.657 2.231 0.235 0.00 0.00 0.00 0.12
F 0.631 -5.033 -3.602 -0.01 -0.07 -0.03 0.10
C 0.888 -3.836 -3.068 -0.08 0.08 -0.09 -0.25
C 0.336 -2.711 -3.660 0.06 -0.02 0.08 0.02
C 0.624 -1.480 -3.117 -0.12 -0.04 0.07 -0.04
C 1.469 -1.331 -1.994 0.06 0.19 0.22 -0.24
C 1.974 -2.511 -1.429 0.14 -0.10 -0.06 -0.02
C 1.695 -3.759 -1.961 0.03 0.04 0.10 0.01
H -0.293 -2.814 -4.530 -0.03 -0.02 -0.02 0.09
H 0.192 -0.612 -3.598 0.04 -0.01 0.03 0.10
H 2.677 -2.480 -0.613 0.02 0.02 0.01 0.11
H 2.118 -4.654 -1.530 -0.01 -0.01 0.03 0.12
```
Forces are in eV/Å.

Results
HOMO (alpha / beta) ... -7.6 / -7.6 eV
Kohn-Sham gap (alpha / beta) ... 6.750 / 6.727 eV
ΔE to the lowest compared entry with this formula, charge and spin ... 0.00 kcal/mol
Max |F| ... 0.7 eV/Å